{"formula": "C32H40Cl12F32O4", "method": "ωB97M-V/def2-TZVPD", "multiplicity": 1, "e_lumo_ev": 0.224, "elements": ["C", "C", "C", "F", "F", "F", "F", "O", "C", "C", "F", "F", "F", "F", "H", "H", "H", "H", "C", "C", "C", "F", "F", "F", "F", "O", "C", "C", "F", "F", "F", "F", "H", "H", "H", "H", "C", "C", "C", "F", "F", "F", "F", "O", "C", "C", "F", "F", "F", "F", "H", "H", "H", "H", "C", "C", "C", "F", "F", "F", "F", "O", "C", "C", "F", "F", "F", "F", "H", "H", "H", "H", "Cl", "C", "C", "Cl", "H", "H", "H", "H", "Cl", "C", "C", "Cl", "H", "H", "H", "H", "Cl", "C", "C", "Cl", "H", "H", "H", "H", "Cl", "C", "C", "Cl", "H", "H", "H", "H", "Cl", "C", "C", "Cl", "H", "H", "H", "H", "Cl", "C", "C", "Cl", "H", "H", "H", "H"], "positions_angstrom": [[12.0759, -0.0498, 19.8142], [11.4291, -1.3750, 19.4571], [9.9262, -1.2326, 19.3690], [9.6711, -0.1548, 18.4842], [9.3658, -2.3826, 18.8272], [11.8834, -1.7574, 18.2929], [11.7270, -2.3358, 20.4498], [11.3973, 0.4691, 20.9313], [11.8688, 1.6035, 21.5309], [11.2618, 1.5784, 22.9369], [11.6806, 0.5045, 23.6357], [11.7004, 2.6932, 23.5911], [13.2131, 1.5145, 21.6938], [11.6284, 2.7123, 20.7961], [11.9107, 0.6886, 19.0051], [13.1742, -0.2951, 19.9325], [9.4804, -0.9956, 20.2814], [10.1664, 1.6465, 22.9555], [13.6736, -3.9565, 21.7997], [13.0174, -3.5837, 23.1119], [13.8438, -4.0978, 24.3175], [15.2067, -4.0161, 24.0067], [13.6435, -3.3984, 25.4467], [12.9400, -2.2609, 23.2322], [11.7130, -4.0839, 23.1702], [13.8558, -5.3621, 21.9867], [14.4398, -6.1047, 21.0481], [14.0554, -7.6286, 21.2555], [12.7378, -7.8402, 21.0426], [14.7952, -8.3647, 20.4307], [13.9878, -5.5893, 19.8189], [15.8273, -5.9796, 21.0643], [14.6114, -3.4771, 21.5998], [12.9529, -3.7334, 21.0550], [13.6252, -5.1098, 24.5553], [14.2804, -7.9597, 22.2757], [5.9922, -3.3820, 16.9723], [5.2387, -4.6805, 16.5852], [5.3561, -5.1207, 15.1041], [4.9094, -6.3495, 14.9455], [4.6684, -4.2939, 14.2971], [5.6829, -5.7546, 17.3226], [3.8810, -4.5451, 16.9017], [7.3875, -3.6362, 16.6384], [7.9072, -2.6734, 15.7930], [9.3682, -3.0913, 15.6535], [9.5242, -4.3068, 15.1611], [9.9492, -2.2356, 14.7947], [7.2221, -2.6569, 14.6176], [7.7256, -1.4750, 16.3688], [5.8515, -3.3100, 18.0898], [5.6154, -2.5230, 16.4539], [6.3962, -5.0998, 14.7758], [9.8435, -2.9633, 16.6474], [4.5681, -10.1567, 17.7922], [4.2250, -11.1078, 18.9566], [4.7735, -12.5640, 18.8619], [4.2591, -13.3440, 19.8226], [4.2675, -12.9538, 17.6832], [4.7398, -10.5597, 20.1406], [2.9186, -11.1616, 19.0428], [5.9319, -10.3999, 17.4979], [6.6962, -9.3054, 17.4895], [8.1679, -9.8507, 17.6756], [8.9638, -8.7773, 17.5725], [8.3637, -10.4429, 18.9100], [6.5732, -8.6129, 16.3308], [6.2502, -8.4713, 18.5553], [4.2208, -9.1393, 18.0236], [4.0285, -10.4809, 16.8774], [5.8903, -12.6916, 18.8331], [8.5114, -10.5209, 16.9746], [6.0448, -3.0432, 24.5200], [7.4867, -3.8480, 23.6716], [8.7555, -3.1042, 24.1329], [9.2058, -1.9163, 22.8215], [7.1869, -3.7902, 22.6689], [7.4833, -4.8308, 24.0609], [9.6463, -3.6752, 24.3160], [8.5494, -2.4978, 25.0151], [6.6579, -0.7976, 19.6474], [5.9111, -0.5749, 21.2289], [5.2150, 0.7215, 21.3134], [6.4196, 2.0591, 21.6577], [6.5914, -0.7481, 22.0451], [5.1543, -1.3214, 21.3353], [4.4439, 0.7469, 22.1005], [4.7974, 1.0387, 20.3195], [13.5566, -9.0349, 16.3887], [13.2611, -7.3987, 17.0035], [11.7744, -7.1194, 16.8165], [11.4106, -5.4197, 17.3016], [13.8942, -6.7705, 16.4112], [13.5820, -7.2811, 18.0404], [11.1352, -7.8138, 17.3942], [11.5487, -7.1698, 15.8161], [2.5679, -7.5386, 19.9392], [3.8343, -6.1571, 19.9643], [3.2721, -5.1558, 21.0158], [4.3741, -3.7038, 21.2487], [3.7919, -5.7970, 18.9568], [4.7901, -6.5421, 20.1761], [3.1663, -5.6170, 21.9394], [2.3041, -4.7317, 20.6186], [9.7267, -6.1177, 22.3818], [10.0869, -5.3892, 20.7882], [9.1181, -5.7729, 19.6514], [7.4525, -5.0276, 20.0558], [11.1340, -5.7431, 20.6563], [10.0512, -4.2898, 20.8727], [8.9354, -6.8593, 19.6008], [9.4119, -5.2755, 18.7283], [5.2075, -10.3800, 23.3329], [6.4478, -9.5280, 22.4112], [6.0717, -8.1735, 21.9654], [5.5654, -7.0144, 23.1856], [6.6600, -10.2390, 21.5831], [7.3185, -9.5727, 23.0473], [5.2749, -8.2870, 21.1686], [6.9445, -7.7227, 21.5342]], "atomic_forces_ev_per_a": [[1.0, 0.3, -0.8], [-0.7, 0.7, 1.7], [-0.6, 0.1, -2.5], [0.3, -1.7, 1.0], [0.6, 1.1, 0.5], [1.0, -1.0, -1.2], [-0.5, 1.1, -1.4], [0.0, -0.1, 0.6], [0.7, -1.3, 0.1], [-0.8, 1.4, 0.8], [0.0, 0.1, -0.6], [0.2, -0.1, -0.1], [0.1, 0.3, -0.3], [-0.1, -0.4, 0.5], [0.4, -0.8, 0.0], [-1.1, 0.7, 0.3], [-0.9, 0.2, 1.4], [0.2, -0.4, -0.3], [-0.5, -0.8, 0.8], [0.2, 0.1, 0.8], [1.0, -0.1, 0.1], [-1.3, 0.2, 0.2], [-0.2, 0.5, -0.3], [-0.2, 0.8, -0.3], [1.6, 0.3, 0.0], [-0.1, -0.8, 0.5], [-0.1, 0.6, -1.0], [0.5, 0.9, 0.8], [0.2, 0.3, -0.4], [0.0, -0.4, -0.8], [0.9, -1.2, 0.7], [-1.6, -0.2, -0.2], [0.4, 0.5, 0.2], [-0.3, -0.2, -0.9], [-0.2, -1.0, -0.1], [0.0, 0.4, 0.0], [0.1, -2.1, 1.2], [-1.0, -0.2, 0.0], [1.3, 1.0, 0.2], [-0.8, -1.3, 0.0], [-0.5, 0.4, 0.0], [0.0, 0.9, -0.3], [1.3, 0.1, -0.3], [-1.0, 0.6, -0.1], [-1.2, -1.7, 1.0], [0.5, 1.8, 0.7], [-0.4, -0.9, -0.2], [0.4, 0.5, -0.5], [0.5, 0.1, 0.1], [0.6, 0.4, -0.4], [0.4, 0.3, -1.1], [-0.4, 0.3, -0.2], [0.1, 0.1, 0.2], [-0.2, -0.4, -0.5], [-1.5, -1.8, -0.8], [1.9, 0.8, 0.8], [0.8, 0.8, -0.3], [-0.1, 0.1, 0.2], [-0.2, -0.9, -1.0], [-0.5, -0.4, -0.9], [-1.5, -0.1, 0.4], [0.1, 0.5, 0.1], [0.1, -0.4, 1.4], [-0.9, 2.1, 2.1], [0.7, 0.7, 0.4], [-0.6, 0.8, -0.8], [0.3, 0.0, 0.8], [1.7, -0.6, -1.6], [0.7, -0.3, 0.1], [0.0, 0.1, 0.7], [-1.0, 0.4, 0.2], [0.0, -1.8, -1.9], [0.4, -0.2, -0.3], [-0.1, 1.4, 2.6], [-0.8, 0.9, -1.0], [0.1, -0.1, 0.3], [0.3, -0.1, -1.4], [0.0, -1.1, 0.1], [0.1, -0.6, -0.2], [0.0, -0.1, -0.2], [0.4, -0.1, -0.2], [-0.5, -0.5, 0.2], [-0.2, 2.0, -0.7], [-0.4, -0.3, 0.1], [0.6, 0.1, 0.1], [-0.5, -0.7, -0.2], [0.5, 0.0, -0.3], [0.1, -0.6, 1.1], [0.1, -0.4, 0.2], [-0.4, 0.1, 0.5], [0.7, 0.1, 2.3], [0.4, -0.2, 0.1], [0.0, 0.6, -0.4], [-0.1, -0.4, -0.1], [0.5, 0.5, -0.2], [-0.7, -0.2, -2.3], [1.1, 0.6, 0.1], [-2.5, 0.4, 0.6], [-0.1, 1.1, -3.0], [-0.4, -0.9, -0.3], [0.1, 0.4, -0.3], [1.0, -0.5, 0.5], [-0.2, -0.7, 1.7], [1.1, -0.6, 0.7], [-0.6, -0.1, -0.1], [0.4, 0.2, -0.5], [-0.7, 0.2, 1.5], [0.9, -0.5, -0.2], [-0.8, 0.4, -0.6], [0.2, -0.5, 0.3], [0.2, 0.6, -0.3], [-0.1, -0.5, 0.2], [-0.7, -0.1, 0.4], [0.7, -1.9, 0.3], [-1.0, -0.1, -1.9], [-0.3, 0.0, 0.5], [-0.1, 1.0, 0.1], [0.3, 0.4, 0.2], [0.8, 0.4, 1.1], [0.4, 0.2, -0.5]]}



{"formula": "C32H40I2N2P2Si2Sn", "method": "ωB97M-V/def2-TZVPD", "multiplicity": 1, "e_lumo_ev": -0.278, "elements": ["Sn", "C", "Si", "C", "C", "N", "P", "C", "P", "N", "Si", "C", "C", "C", "C", "C", "C", "C", "C", "C", "C", "C", "C", "C", "C", "C", "C", "C", "C", "C", "C", "C", "C", "C", "C", "C", "C", "C", "H", "H", "H", "H", "H", "H", "H", "H", "H", "H", "H", "H", "H", "H", "H", "H", "H", "H", "H", "H", "H", "H", "H", "H", "H", "H", "H", "H", "H", "H", "H", "H", "H", "H", "H", "H", "H", "H", "I", "C", "I", "H", "H"], "positions_angstrom": [[-0.8578, -1.1566, -0.9526], [-3.0135, 0.9403, -4.2227], [-2.6949, 1.7480, -2.4630], [-4.1327, 1.1824, -1.4222], [-2.7070, 3.6567, -2.6055], [-1.2877, 1.1131, -1.6551], [0.2027, 1.4866, -1.1976], [0.8093, 0.1555, -0.2298], [0.7521, -0.7147, 1.3394], [-0.5433, -1.6939, 1.1914], [-1.0154, -3.2515, 1.9322], [-2.6007, -3.7300, 1.0466], [-1.3789, -3.0494, 3.8317], [0.1050, -4.7961, 1.6413], [2.2288, -1.6598, 1.5332], [3.0719, -1.6827, 0.4324], [4.4229, -2.0502, 0.5328], [4.8836, -2.6022, 1.7455], [3.9785, -2.6858, 2.8174], [2.6868, -2.1599, 2.7478], [0.7403, 0.2697, 2.9077], [1.9666, 0.7292, 3.3527], [1.9896, 1.4594, 4.5316], [0.8364, 1.6054, 5.3255], [-0.3810, 1.0982, 4.8387], [-0.4169, 0.3696, 3.6263], [1.2677, 1.5783, -2.6782], [1.1320, 2.6254, -3.5330], [1.7741, 2.5576, -4.7997], [2.4759, 1.4476, -5.2309], [2.6035, 0.3734, -4.3100], [2.0139, 0.3922, -3.0307], [0.2320, 3.1691, -0.5210], [1.5057, 3.8093, -0.5745], [1.6694, 4.9986, 0.2129], [0.6496, 5.4522, 1.0381], [-0.5926, 4.8490, 1.0014], [-0.8263, 3.7552, 0.1510], [-3.8207, 1.4534, -4.7122], [-3.3239, -0.1169, -4.0681], [-2.1467, 1.0016, -4.9187], [-3.6933, 1.0770, -0.4106], [-4.5364, 0.2338, -1.7049], [-4.9186, 1.9632, -1.4441], [-3.6666, 4.0372, -3.0087], [-1.9656, 4.0809, -3.3044], [-2.5693, 4.0824, -1.6192], [-3.3685, -3.2279, 1.6683], [-2.7421, -4.8263, 0.9996], [-2.6633, -3.4251, -0.0440], [-1.3957, -3.9641, 4.4377], [-2.3432, -2.5724, 4.0361], [-0.6421, -2.4291, 4.2990], [1.1407, -4.5592, 1.8611], [0.0278, -5.2412, 0.6483], [-0.2651, -5.5404, 2.3847], [2.6899, -1.4348, -0.5385], [5.0567, -1.9009, -0.3464], [5.9091, -2.9890, 1.8143], [4.3312, -3.0695, 3.7943], [2.0842, -2.1367, 3.6521], [2.8523, 0.5501, 2.7467], [3.0102, 1.8954, 4.8465], [0.9196, 2.0477, 6.3424], [-1.3029, 1.1715, 5.4203], [-1.3635, 0.0188, 3.2489], [0.4819, 3.4509, -3.2640], [1.7256, 3.3966, -5.4902], [3.0145, 1.3978, -6.1960], [3.1658, -0.5257, -4.6067], [2.1265, -0.4284, -2.3310], [2.3277, 3.3751, -1.1031], [2.6519, 5.4485, 0.2257], [0.7554, 6.3095, 1.7332], [-1.4142, 5.3235, 1.5309], [-1.8185, 3.2656, 0.0777], [-1.6287, -6.3098, -1.9709], [-3.2113, -5.4372, -3.1253], [-4.0591, -3.5116, -2.6651], [-4.0330, -6.1413, -3.1045], [-2.9285, -5.3818, -4.1430]], "atomic_forces_ev_per_a": [[-0.1, 0.1, -0.5], [1.1, 0.0, 0.9], [0.5, -0.5, -1.3], [0.3, 1.2, 0.8], [-0.3, -0.2, -0.7], [-0.6, -0.2, -0.2], [0.1, -0.8, 1.0], [-1.1, -0.3, 1.1], [-1.4, 2.0, -1.7], [-0.1, -1.0, 0.9], [0.0, -0.2, -0.4], [-0.2, 0.3, -0.6], [-0.2, -0.5, -0.6], [-0.4, 0.6, 0.9], [1.0, -0.2, 0.0], [1.3, -0.5, -0.1], [-0.5, -0.5, 0.5], [-0.5, 0.3, -0.6], [0.6, 0.0, 0.7], [0.6, -0.4, -0.1], [0.4, -1.6, -1.8], [-0.3, 1.0, 0.3], [1.9, 0.5, 0.8], [-0.1, -0.2, -0.1], [0.3, -0.6, 0.1], [-0.3, 1.7, 1.3], [0.3, -2.4, 0.8], [0.6, 0.0, -1.8], [-0.3, 0.6, -0.2], [0.4, -0.7, 1.3], [-0.1, -0.5, 0.3], [-0.1, 2.0, -1.4], [2.1, 0.2, -0.4], [-1.8, 1.6, 2.2], [0.4, -1.7, -0.8], [0.0, 0.6, 0.3], [-0.8, -0.2, -1.0], [-0.4, -0.3, 0.9], [-0.6, 0.3, -0.2], [0.3, 0.6, -0.2], [-0.4, -0.2, 0.6], [-0.6, 0.2, -0.2], [-0.3, -0.6, -0.3], [0.2, -0.5, 0.2], [0.2, -0.4, 0.3], [0.0, -0.3, 0.4], [0.0, 0.3, 0.0], [-0.2, -0.4, -0.7], [-0.1, 0.5, 0.5], [0.1, 0.0, 1.4], [0.1, -0.1, -0.5], [0.0, 0.1, -0.3], [0.6, 0.5, 0.2], [0.3, -0.2, 0.0], [-0.1, 0.3, 0.0], [0.3, 0.4, -0.5], [-0.1, 0.6, -0.1], [-0.1, -0.3, 0.4], [-0.5, 0.3, 0.2], [-0.2, 0.1, -0.7], [0.0, 0.0, -0.2], [-0.1, 0.2, 0.3], [-1.9, -0.7, -0.2], [-0.2, -0.1, -1.0], [0.4, 0.1, -0.1], [0.0, -0.3, -0.1], [0.2, 0.2, -0.1], [-0.2, 0.0, 0.2], [-0.6, 0.2, 0.7], [-0.2, 0.5, 0.1], [-0.1, 0.2, -0.1], [0.3, -0.1, -0.2], [0.0, 0.2, 0.0], [0.3, -0.6, -0.7], [0.1, -0.3, 0.1], [0.8, 0.4, 0.3], [-0.4, 0.5, -0.2], [-0.7, -0.2, 0.5], [0.3, -0.5, 0.0], [-0.1, 0.0, 0.4], [0.7, 0.2, -0.8]]}